[1]
{
  "formula": "C2H8BNO3",
  "method": "the ωB97M-V functional and the def2-TZVPD basis",
  "smiles": "OB(O)O.C=NC",
  "e_above_lowest_ev": 0.319,
  "total_energy_ev": -10515.37703,
  "total_charge": 0,
  "largest_force_ev_per_a": 5.13,
  "symbols": ["H", "N", "C", "H", "B", "O", "H", "H", "H", "O", "C", "O", "H", "H", "H"],
  "coordinates": [[-0.61, -0.34, 1.06], [1.50, -0.32, 0.39], [1.87, 1.04, 0.04], [-3.71, -1.25, -0.25], [-2.17, -0.12, 0.15], [-3.35, -0.39, -0.40], [1.29, -2.24, -0.11], [1.08, 1.68, 0.04], [-2.29, 1.80, -0.36], [-1.70, 1.18, 0.05], [1.85, -1.32, -0.35], [-1.31, -1.00, 0.77], [2.42, 1.35, 0.95], [2.50, -1.05, -1.27], [2.62, 0.97, -0.71]]
}

[2]
{
  "formula": "CH2BrClO",
  "method": "the ωB97M-V functional and the def2-TZVPD basis",
  "e_above_lowest_ev": 1.963,
  "total_energy_ev": -85679.33074,
  "total_charge": 0,
  "largest_force_ev_per_a": 4.54,
  "symbols": ["O", "C", "Cl", "Br", "H", "H"],
  "coordinates": [[0.23, 0.52, -1.11], [0.01, -0.38, -0.12], [-2.00, 0.69, 1.49], [1.40, -0.82, 1.11], [-0.55, -1.15, -0.48], [0.91, 1.13, -0.89]]
}

[3]
{
  "formula": "C36H42AsBF2N4PSn",
  "method": "the ωB97M-V functional and the def2-TZVPD basis",
  "e_above_lowest_ev": 0.129,
  "total_energy_ev": -126022.57595,
  "total_charge": 3,
  "largest_force_ev_per_a": 0.24,
  "symbols": ["C", "H", "H", "C", "H", "H", "C", "C", "B", "C", "H", "F", "C", "C", "C", "H", "C", "H", "H", "C", "H", "H", "P", "C", "H", "H", "H", "H", "H", "H", "H", "Sn", "C", "C", "C", "H", "H", "H", "C", "H", "F", "C", "C", "H", "H", "N", "C", "H", "H", "C", "H", "C", "H", "C", "H", "N", "C", "C", "C", "C", "H", "H", "H", "N", "H", "C", "C", "H", "H", "H", "C", "C", "C", "H", "C", "C", "N", "C", "H", "As", "H", "H", "H", "H", "H", "C", "C", "C"],
  "coordinates": [[-2.03, -1.30, -2.99], [3.02, -3.87, 0.14], [-5.55, -0.35, -1.62], [-1.91, -8.41, 0.81], [-1.11, -3.13, 0.43], [6.92, 0.13, -0.56], [-2.10, -5.68, 1.29], [5.52, 1.74, -0.47], [-3.10, 1.30, -1.47], [2.78, -3.30, 3.46], [1.14, -2.29, -0.52], [-3.46, 1.91, -2.57], [0.79, -4.37, 2.64], [2.16, 5.24, 0.34], [0.64, -0.51, 1.56], [3.03, 5.50, -0.26], [-0.32, -0.59, 3.76], [0.36, 8.14, 0.35], [-3.89, -6.15, 2.37], [-1.74, -0.65, 1.81], [5.58, -0.19, 0.54], [-1.52, -3.67, -1.21], [-0.48, -0.62, -0.84], [1.03, 7.40, -0.07], [2.51, 4.55, 1.12], [6.02, 2.30, 0.33], [-2.40, 6.53, -1.61], [-0.80, 5.61, -4.06], [-1.09, -1.60, -3.43], [-0.13, -7.94, -0.27], [0.73, 6.15, 1.66], [0.74, 2.57, 0.13], [0.36, 5.36, -1.26], [-3.39, -0.30, -1.24], [-0.63, -0.57, 0.97], [-3.09, -1.98, -4.71], [-0.79, 8.39, -1.50], [-1.83, -9.47, 0.63], [-4.58, -0.64, -2.02], [-2.75, -0.72, 1.44], [-2.47, 1.96, -0.53], [5.85, 0.25, -0.42], [-0.95, -7.54, 0.31], [1.13, -3.89, 4.69], [-0.18, -4.82, 2.84], [1.15, 4.56, -0.49], [-1.03, -6.17, 0.55], [-2.46, -0.72, 3.83], [-3.56, -0.35, -0.17], [-3.19, -1.53, -3.73], [-2.20, -4.62, 1.50], [2.57, -3.82, 1.13], [1.79, -0.52, 3.37], [1.30, -4.36, 1.34], [0.03, 3.87, -2.56], [-0.37, 4.73, -2.20], [1.55, 6.47, 1.00], [-0.52, 7.48, -2.04], [-1.75, 6.71, -2.47], [3.31, -3.29, 2.18], [4.31, -2.91, 2.00], [3.37, -2.92, 4.29], [1.85, 7.93, -0.56], [2.97, 2.18, -0.17], [2.28, 6.98, 1.62], [-3.07, -6.54, 1.79], [0.80, -0.53, 2.94], [0.10, 7.77, -2.89], [-2.15, 4.75, -3.30], [0.47, -2.47, -2.13], [-1.31, 5.41, -3.11], [-0.70, -3.43, -0.53], [4.10, 2.00, -0.30], [-5.35, -1.46, -3.83], [-4.48, -1.23, -3.24], [0.20, -2.33, -1.08], [0.28, 6.66, -1.10], [1.52, -3.84, 3.69], [5.34, -0.29, -1.22], [0.38, -5.09, -0.23], [-0.20, -0.61, 4.84], [-2.32, 7.30, -3.19], [-3.72, -8.58, 1.95], [5.81, 2.21, -1.41], [1.53, -0.49, 0.94], [-2.09, -0.79, -1.70], [-1.58, -0.65, 3.20], [-2.97, -7.91, 1.56]]
}

[4]
{
  "formula": "H4O2",
  "method": "the ωB97M-V functional and the def2-TZVPD basis",
  "smiles": "O.O",
  "e_above_lowest_ev": 0.164,
  "total_energy_ev": -4159.77485,
  "total_charge": 0,
  "largest_force_ev_per_a": 2.67,
  "symbols": ["H", "H", "H", "H", "O", "O"],
  "coordinates": [[-0.79, -0.02, -0.32], [1.15, 0.86, 0.34], [2.11, -0.37, -0.01], [-1.97, -0.60, 0.40], [1.22, 0.00, -0.21], [-1.72, 0.12, -0.20]]
}

[5]
{
  "formula": "C5H9N2O2PS",
  "method": "the ωB97M-V functional and the def2-TZVPD basis",
  "e_above_lowest_ev": 2.733,
  "total_energy_ev": -32527.56794,
  "total_charge": 0,
  "largest_force_ev_per_a": 3.57,
  "symbols": ["P", "C", "H", "H", "S", "N", "O", "H", "H", "C", "C", "N", "C", "H", "H", "H", "C", "O", "H", "H"],
  "coordinates": [[2.62, -0.69, -0.58], [-0.67, -2.37, 0.03], [-2.82, -1.33, -1.27], [2.50, 2.24, -0.67], [3.76, 0.69, 0.46], [1.17, -1.21, 0.51], [0.34, 0.85, -0.28], [1.17, -3.35, 0.63], [2.22, 2.47, 1.09], [0.11, -0.23, 0.32], [-2.29, -0.58, -0.58], [-1.07, -1.12, -0.18], [2.89, 2.25, 0.29], [-1.94, 0.35, -1.15], [-2.83, -0.21, 0.32], [-0.15, -0.03, 1.40], [0.65, -2.41, 0.39], [3.56, -1.80, -0.80], [-1.34, -3.24, -0.26], [3.79, 2.97, 0.27]]
}

[6]
{
  "formula": "C31H77Cl4O21P3",
  "method": "the ωB97M-V functional and the def2-TZVPD basis",
  "smiles": "COP(=O)(OC)OC.COP(=O)(OC)OC.COP(=O)(OC)OC.COCCOCCOC.COCCOCCOC.COCCOCCOC.ClCCCl.ClCCCl",
  "total_energy_ev": -154351.14067,
  "total_charge": 0,
  "largest_force_ev_per_a": 2.15,
  "symbols": ["H", "C", "C", "C", "H", "C", "H", "H", "H", "C", "H", "H", "O", "C", "H", "O", "H", "H", "P", "O", "H", "O", "H", "H", "C", "O", "Cl", "C", "H", "C", "H", "Cl", "H", "O", "H", "H", "Cl", "C", "H", "P", "C", "C", "H", "O", "C", "O", "H", "P", "H", "O", "H", "H", "C", "C", "C", "H", "C", "C", "H", "O", "C", "H", "H", "C", "H", "C", "H", "H", "H", "C", "O", "H", "O", "O", "H", "H", "H", "H", "C", "H", "O", "O", "H", "H", "H", "H", "O", "C", "H", "H", "H", "H", "H", "H", "H", "H", "H", "H", "H", "O", "O", "H", "Cl", "H", "H", "H", "H", "C", "H", "H", "O", "C", "H", "H", "H", "C", "H", "H", "H", "C", "O", "H", "H", "H", "H", "O", "C", "H", "C", "H", "H", "H", "H", "H", "H", "C"],
  "coordinates": [[0.52, 2.83, -6.07], [9.32, -2.21, -1.01], [-5.05, -3.35, 5.00], [-7.50, -2.29, 3.73], [-2.49, 1.86, -3.30], [1.19, 0.78, -0.69], [1.70, -3.70, 2.06], [-7.19, -0.10, 0.32], [-1.88, 2.04, 2.46], [-3.35, -1.15, 0.23], [-2.41, -3.01, 5.79], [-8.08, -4.79, -2.07], [1.93, -0.43, -0.55], [4.10, 4.66, 0.15], [-7.68, -2.45, 0.50], [1.59, 1.03, -4.51], [4.17, -0.67, -2.39], [10.16, 3.37, -0.71], [8.95, 0.33, -1.51], [-4.29, -2.25, 5.47], [7.73, 0.59, 1.68], [7.92, 0.70, -0.36], [5.51, 1.18, 0.75], [-2.52, 4.68, -5.33], [9.70, 2.82, -1.53], [-7.74, -2.84, -1.53], [4.75, 3.29, -0.80], [3.14, -0.77, -4.76], [-0.10, -1.80, 1.34], [-1.52, 4.39, -5.64], [5.17, 0.58, 2.42], [6.49, 6.03, 0.07], [0.35, -0.78, 7.00], [-1.24, 3.14, -5.06], [1.07, 1.35, 0.23], [3.66, -5.17, 1.38], [2.26, -5.64, -0.46], [4.28, 0.25, -2.96], [9.43, -2.64, -0.02], [2.68, -0.78, 0.78], [-4.67, -0.44, 0.02], [8.39, 1.04, 0.94], [9.40, 0.69, 1.16], [-2.74, -1.76, -0.89], [-0.72, -0.96, 6.88], [-2.55, 2.36, 0.56], [10.09, 3.19, -2.47], [-2.37, 3.09, -0.84], [-4.03, -3.42, -0.97], [10.05, 1.45, -1.41], [-1.53, 4.30, -6.74], [-0.21, -0.03, 1.26], [-1.89, 2.84, 1.72], [-7.91, -1.97, -0.47], [4.94, 0.48, 1.35], [-2.44, 3.67, 2.16], [1.70, -4.79, 2.12], [2.65, -5.58, 1.28], [-2.80, -2.66, 4.11], [3.48, -1.99, 0.68], [-2.91, -2.29, 5.13], [1.84, -0.49, -3.11], [-4.21, 5.29, 0.81], [0.13, 2.81, -5.04], [-4.82, 4.02, -0.22], [-3.51, -2.70, -1.60], [-0.97, -1.95, 7.29], [5.23, 0.73, -2.74], [-2.81, -3.25, -2.24], [-2.38, -0.88, 5.22], [1.64, -0.77, 1.97], [-0.84, 5.16, -5.27], [9.81, -0.86, -0.95], [-2.80, 4.59, -0.54], [8.27, -2.27, -1.31], [0.25, 0.60, -1.19], [-1.29, -0.24, 7.49], [-8.00, -1.45, 3.24], [-8.35, -4.08, -1.29], [-3.77, 3.03, -3.58], [3.58, 0.50, 0.99], [-6.23, -2.29, 3.11], [3.33, -1.83, -4.56], [-4.16, -2.19, -2.32], [5.36, -0.50, 1.10], [-2.66, -0.35, 0.55], [-0.99, -0.84, 5.51], [-5.30, -3.25, 3.51], [-6.98, -0.27, -1.46], [2.08, -4.90, 3.14], [-4.17, 1.33, -3.24], [-0.21, 1.34, -3.49], [-7.99, -3.25, 3.57], [-4.55, 5.56, -0.97], [3.53, 0.99, -2.61], [-7.47, -2.06, 4.80], [-3.31, -1.81, 1.11], [4.28, 6.80, 0.21], [-5.96, -3.34, 5.59], [4.20, 0.05, -4.34], [-1.06, 2.98, -1.46], [8.62, 2.99, -1.45], [0.04, -5.40, 1.97], [0.96, -0.92, -4.61], [3.06, -0.64, -5.84], [-4.47, 0.42, -0.64], [0.73, 3.48, -4.41], [-4.16, 4.90, -0.20], [9.92, -2.75, -1.74], [8.35, 2.12, 1.06], [-3.58, 2.47, -1.61], [1.78, -0.33, -4.20], [4.34, 4.43, 1.19], [-8.94, -1.62, -0.32], [4.65, 6.08, -1.35], [-6.97, -0.80, -0.50], [1.76, 1.47, -1.33], [-8.00, -4.54, -0.35], [-0.18, -0.82, 2.83], [0.24, 1.42, -4.49], [-5.66, -1.34, -0.37], [3.03, 4.74, 0.03], [-4.92, 0.00, 1.00], [-4.37, -3.08, 2.97], [-4.49, -4.27, 5.22], [8.31, 0.11, -2.78], [0.22, -0.86, 1.81], [-2.93, -0.22, 5.91], [4.75, 5.95, -0.27], [-0.32, 0.71, -5.12], [-5.58, -4.24, 3.12], [-9.44, -4.00, -1.24], [2.65, -6.62, 1.60], [-2.48, -0.40, 4.24], [-0.86, 3.14, 1.53], [-3.49, 2.14, -3.00]]
}

[7]
{
  "formula": "C7H40BrNbO13PS",
  "method": "the ωB97M-V functional and the def2-TZVPD basis",
  "e_above_lowest_ev": 4.278,
  "total_energy_ev": -126232.06788,
  "total_charge": -1,
  "largest_force_ev_per_a": 6.06,
  "symbols": ["H", "O", "C", "O", "H", "H", "H", "Br", "H", "H", "H", "O", "C", "H", "P", "H", "O", "H", "O", "H", "H", "H", "H", "O", "C", "H", "H", "H", "H", "O", "C", "H", "H", "C", "H", "H", "H", "H", "H", "H", "H", "H", "O", "H", "O", "O", "H", "Nb", "S", "H", "O", "O", "H", "H", "C", "C", "H", "H", "H", "H", "O", "H", "H", "H"],
  "coordinates": [[2.84, 1.25, 2.19], [-2.65, 1.52, -0.52], [0.21, -1.42, -2.59], [-3.63, 0.86, -1.10], [-0.81, -4.52, -2.35], [1.87, -1.04, 3.12], [0.49, -0.33, 2.05], [4.49, -0.68, 1.63], [-0.17, 1.40, 0.89], [-3.66, 1.28, 2.72], [-4.22, -1.19, 2.08], [-4.13, -1.89, 1.42], [-0.17, -0.91, -1.05], [-4.09, 4.04, 1.96], [1.02, 3.78, -0.70], [3.06, -0.10, -0.79], [6.93, -3.52, 2.03], [2.15, -0.35, -4.10], [4.65, 2.62, 1.61], [3.25, 1.71, -0.26], [6.34, -2.90, 1.58], [-5.03, -5.74, -2.70], [0.34, -1.68, -0.33], [-1.41, 7.79, 2.24], [1.58, -0.75, 2.00], [-4.42, -4.40, -2.28], [-4.94, -1.83, 0.89], [-3.60, -0.08, -0.72], [0.65, -5.39, -2.85], [-5.06, -4.79, -2.90], [2.58, 0.73, -0.11], [1.12, 1.30, -2.53], [-2.06, -5.01, -3.07], [-1.64, 1.86, -1.54], [5.28, 3.01, 2.23], [-1.84, 1.17, -2.47], [0.27, 4.41, -1.80], [-1.35, 0.59, 3.87], [-5.29, 4.17, 2.89], [1.66, -1.78, 1.40], [4.68, 1.67, 1.81], [6.41, -4.34, 2.09], [-1.74, -4.75, -2.20], [2.19, -1.95, -1.55], [-2.99, 0.65, 2.43], [1.11, -4.62, -2.49], [1.93, -2.80, -3.21], [0.48, 1.26, -0.81], [0.42, 4.60, 0.97], [-0.89, 6.97, 2.15], [-0.40, 0.59, 4.06], [2.63, -0.70, -3.29], [-2.32, 7.47, 2.34], [-0.17, 1.53, 4.12], [1.83, -1.77, -2.65], [2.71, 0.31, 1.47], [1.73, -4.99, -1.85], [-0.13, -0.64, -3.39], [-1.36, -0.93, -0.96], [-1.69, 2.97, -1.92], [-4.61, 3.54, 2.60], [-2.46, 1.15, 1.79], [2.46, 4.00, -0.84], [-0.40, -2.44, -2.73]]
}

[8]
{
  "formula": "C15H18",
  "method": "the ωB97M-V functional and the def2-TZVPD basis",
  "smiles": "CCc1ccccc1.Cc1ccccc1",
  "e_above_lowest_ev": 0.461,
  "total_energy_ev": -15846.51905,
  "total_charge": 0,
  "largest_force_ev_per_a": 2.43,
  "symbols": ["C", "C", "H", "H", "H", "H", "C", "H", "C", "H", "C", "H", "H", "C", "H", "H", "C", "C", "H", "C", "C", "H", "H", "H", "C", "C", "H", "H", "H", "C", "H", "C", "C"],
  "coordinates": [[-0.23, 3.46, -1.62], [-0.56, -1.54, 2.06], [-2.47, -1.93, 1.15], [-0.01, -4.84, 1.14], [-0.72, -3.41, 2.93], [-0.44, 4.05, -2.52], [0.56, 2.21, -1.92], [0.10, -0.92, -3.09], [-1.81, -1.17, 1.56], [2.42, 3.26, -1.96], [1.94, 2.29, -2.03], [3.76, 1.19, -2.48], [0.38, 4.14, -1.04], [0.23, -0.54, 2.59], [-1.85, 2.12, 2.53], [0.33, 1.52, 3.21], [2.03, 0.03, -2.85], [-2.28, 0.11, 1.70], [-3.22, 0.38, 1.20], [0.64, -0.01, -2.84], [-0.48, -3.87, 0.94], [-1.17, 3.30, -1.11], [1.24, -0.74, 2.92], [-1.18, 1.13, -2.54], [-1.50, 1.14, 2.23], [-0.11, 1.08, -2.43], [2.54, -0.84, -3.23], [-1.53, -3.93, 0.69], [0.94, -3.06, 2.42], [-0.23, 0.78, 2.63], [0.13, -3.57, 0.08], [2.67, 1.19, -2.46], [-0.11, -2.97, 2.14]]
}

[9]
{
  "formula": "C27H38ClGeN4RuS",
  "method": "the ωB97M-V functional and the def2-TZVPD basis",
  "e_above_lowest_ev": 1.843,
  "total_energy_ev": -117030.81414,
  "s_squared": 1.114,
  "total_charge": 0,
  "spin_multiplicity": 2,
  "largest_force_ev_per_a": 2.76,
  "symbols": ["H", "C", "H", "H", "H", "H", "C", "H", "H", "Cl", "H", "H", "C", "H", "C", "C", "C", "N", "H", "C", "C", "H", "H", "H", "H", "H", "S", "H", "H", "H", "C", "C", "C", "C", "C", "H", "H", "H", "C", "H", "H", "C", "C", "Ge", "H", "H", "C", "N", "C", "H", "H", "C", "H", "H", "H", "H", "C", "C", "Ru", "H", "H", "C", "H", "N", "H", "N", "C", "C", "C", "C", "C", "H", "H"],
  "coordinates": [[-0.29, -3.09, 0.62], [-7.02, -2.65, 0.08], [-0.80, -0.66, 2.32], [-3.17, 2.14, -2.84], [-0.08, 0.80, 2.18], [3.22, -0.41, 3.41], [-1.85, -3.98, -1.67], [-4.69, -0.16, -1.72], [-0.11, 3.07, -4.30], [1.01, -0.69, -2.42], [1.18, -1.75, 2.93], [2.90, -1.57, 1.16], [-0.41, -4.04, 2.53], [-4.60, 4.51, -1.52], [-2.12, -1.91, -2.85], [-4.33, 3.90, -2.39], [-1.43, -3.88, -4.04], [-2.21, 3.21, -1.33], [-3.12, -4.03, 4.55], [-2.25, -2.84, 1.48], [-3.44, 2.74, -1.98], [2.58, -0.03, -0.69], [-1.14, -4.36, -4.96], [-1.73, -1.96, -4.95], [-2.29, 0.92, -4.51], [0.60, -4.42, 2.48], [-0.05, 2.44, -0.01], [2.20, 1.17, 0.35], [-5.25, 3.53, -2.84], [0.89, -0.40, 4.03], [-1.38, 1.42, -4.85], [-2.17, -2.62, -1.64], [-5.65, -2.68, 0.32], [-4.79, -1.78, -0.31], [1.14, -0.66, 3.00], [-0.58, 0.67, -4.88], [-5.26, -3.44, 0.99], [-2.32, 0.72, 0.78], [3.01, -0.49, 1.28], [-2.36, -0.85, -2.85], [-1.21, -5.66, -2.85], [-1.03, 2.55, -1.41], [2.50, -0.08, 2.65], [-2.85, -1.73, -0.04], [-3.83, 4.55, -3.11], [-7.12, -0.10, -2.15], [-5.34, -0.86, -1.20], [-0.65, 2.05, -2.58], [-6.71, -0.82, -1.45], [-2.35, 3.60, -0.42], [-3.97, 2.08, -1.29], [-1.95, -0.03, 0.09], [-1.78, 3.29, -3.82], [2.46, 1.02, 2.71], [0.12, 1.38, -2.54], [-4.04, -2.75, 2.67], [-1.20, -4.31, 3.64], [-0.92, -3.30, 1.47], [-0.08, -0.32, -0.28], [-1.90, -4.57, -0.76], [-8.62, -1.68, -0.98], [-2.51, -3.84, 3.68], [-0.80, -4.88, 4.47], [0.07, -0.20, 2.09], [4.07, -0.26, 1.19], [2.21, 0.17, 0.24], [-0.99, 2.55, -3.91], [-1.47, -4.60, -2.85], [-1.76, -2.53, -4.03], [-7.55, -1.71, -0.80], [-3.02, -3.12, 2.61], [-1.54, 1.80, -5.85], [-7.68, -3.35, 0.58]]
}